Version one
16
Properties=species:S:1:pos:R:3 method="wB97M-V/def2-TZVPD" lumo_ev=-6.48 total_charge=+1 gap_ev=7.40
N 0.94572 -1.31716 0.87721
N 0.26928 0.88700 0.36132
C 0.58398 -0.16985 1.22086
C -0.31163 0.81881 -0.87411
C -1.16747 -0.83157 -2.88544
C -0.86962 -0.01710 -1.69570
C 0.79060 0.41027 2.62561
H 1.73576 1.01922 2.70679
H -1.88040 -0.22997 -3.60346
H -0.37899 1.86040 -1.29939
H 1.34248 -1.95726 1.55545
H 0.31962 1.74742 0.85899
H -0.26933 -1.13463 -3.30793
H 0.78910 -0.39803 3.39174
H -0.12394 0.99606 2.69475
H -1.77517 -1.68363 -2.62669

---

Version two
16
Properties=species:S:1:pos:R:3 method="wB97M-V/def2-TZVPD" lumo_ev=-3.28 total_charge=+1 smiles=CCc1c[nH]c[nH+]1 gap_ev=11.12
N -0.20820 -1.43686 0.78522
N 0.37954 -1.81649 -1.22579
C -0.18753 1.07104 0.97140
C -0.10754 -2.37698 -0.14788
C -0.10876 2.25768 0.00699
C 0.14910 -0.19690 0.26750
C 0.58622 -0.43817 -0.98121
H -0.96736 2.21496 -0.66251
H -0.28032 -3.41249 0.08875
H -1.17126 0.99584 1.43372
H 0.93902 0.08580 -1.84797
H -0.55753 -1.54832 1.72511
H 0.51704 1.27084 1.77651
H 0.83347 2.25690 -0.53598
H 0.37938 -2.13292 -2.18401
H -0.19527 3.20610 0.53013

---

Version three
16
Properties=species:S:1:pos:R:3 method="wB97M-V/def2-TZVPD" lumo_ev=-5.26 total_charge=+1 gap_ev=9.48
N -1.43660 -0.37698 1.16684
N 0.49414 0.36657 2.32079
C -0.19300 0.01569 1.28366
C 1.29766 -0.73437 -1.11186
C -1.78957 -0.22356 -0.07263
C 0.46155 0.44926 -0.51139
C -0.92932 0.53329 -1.01549
H 1.60352 -0.40431 -2.19063
H 0.92152 1.39667 -0.42300
H 0.15994 0.02614 3.31240
H 2.29302 -1.02420 -0.60105
H -1.04409 0.12276 -1.95382
H 1.52816 0.59933 2.38147
H 0.61563 -1.68697 -1.08986
H -2.66525 -0.62280 -0.39156
H -1.31731 1.56347 -1.10386

---

Version four
16
Properties=species:S:1:pos:R:3 method="wB97M-V/def2-TZVPD" lumo_ev=-3.66 total_charge=+1 smiles=CC#[N+][C@H]1CN1C gap_ev=10.19
N -1.29361 -0.17163 -0.40704
N 0.91205 0.24479 0.35559
C -0.42824 0.41589 0.58780
C 3.33044 -0.29449 -0.26304
C -2.45000 -0.91108 0.02917
C -1.27504 1.25547 -0.31898
C 2.00522 -0.01311 0.09179
H 3.83452 0.61350 -0.60215
H -2.87406 -0.53646 0.96736
H -2.11201 1.77471 0.13978
H -0.81278 1.77866 -1.14525
H 3.88153 -0.70226 0.58797
H -0.66794 0.37329 1.64819
H 3.32429 -1.03802 -1.06805
H -3.20574 -0.83443 -0.74905
H -2.16863 -1.95484 0.14592

---

Q: Which of them is the least stable? A: version one.